Entry 1:
{"formula": "C8H12BF4K2O6", "method": "ωB97M-V/def2-TZVPD", "species": ["K", "K", "B", "F", "F", "F", "F", "C", "C", "C", "O", "C", "O", "O", "H", "H", "H", "H", "H", "H", "C", "C", "C", "O", "C", "O", "O", "H", "H", "H", "H", "H", "H"], "positions_angstrom": [[-3.819, 1.539, -2.438], [1.096, 3.348, -4.181], [-0.714, 1.428, -2.204], [-1.012, 2.017, -3.403], [0.562, 1.563, -1.844], [-1.377, 2.030, -1.217], [-0.955, 0.021, -2.287], [-0.604, 0.279, 1.792], [-1.446, 1.580, 1.879], [-2.895, 1.467, 1.318], [-3.705, 1.785, 2.394], [-2.982, 1.996, 3.480], [-3.408, 2.189, 4.611], [-1.686, 1.806, 3.262], [-0.436, -0.028, 0.759], [-1.014, -0.536, 2.389], [0.461, 0.342, 2.016], [-0.900, 2.412, 1.435], [-3.085, 0.415, 1.106], [-3.069, 2.049, 0.412], [1.057, -2.102, -1.729], [2.243, -1.610, -0.848], [2.406, -2.280, 0.460], [3.749, -2.635, 0.571], [4.402, -2.416, -0.600], [5.554, -2.809, -0.840], [3.524, -1.743, -1.492], [1.254, -3.089, -2.147], [0.828, -1.442, -2.565], [0.095, -2.078, -1.217], [1.973, -0.562, -0.722], [1.790, -3.180, 0.479], [2.112, -1.758, 1.371]], "mulliken_charge": [0.994, 1.007, 0.459, -0.380, -0.439, -0.170, -0.385, -1.382, 0.481, -0.075, -0.366, 0.612, -0.556, -0.371, 0.238, 0.356, 0.423, 0.250, 0.254, 0.090, -1.513, 0.993, -0.275, -0.341, 0.584, -0.539, -0.408, 0.408, 0.266, 0.360, -0.062, 0.269, 0.220], "e_homo_ha": -0.4620, "orbital_gap_ev": 8.579, "total_charge": 1, "e_tot_ev": -64974.1505}

=====

Entry 2:
{"formula": "C27H19BrClN2O4S2V", "method": "ωB97M-V/def2-TZVPD", "species": ["V", "O", "C", "C", "C", "C", "C", "C", "C", "O", "N", "N", "C", "S", "C", "C", "S", "H", "H", "H", "H", "H", "H", "H", "H", "H", "Br", "C", "C", "C", "C", "C", "C", "C", "C", "C", "C", "H", "H", "H", "H", "H", "H", "Cl", "C", "C", "C", "C", "C", "C", "C", "O", "O", "H", "H", "H", "H"], "positions_angstrom": [[-0.267, -0.465, -0.386], [0.324, -0.035, 3.606], [-0.640, -0.814, 4.170], [-0.723, -0.963, 5.550], [-1.726, -1.732, 6.104], [-2.670, -2.367, 5.297], [-2.589, -2.230, 3.933], [-1.570, -1.459, 3.344], [-1.556, -1.402, 1.895], [-0.442, -0.833, 1.258], [-2.408, -1.874, 1.078], [-2.013, -1.709, -0.262], [-2.825, -2.436, -1.026], [-4.155, -3.269, -0.327], [-4.523, -4.274, -1.788], [-4.177, -3.467, -3.018], [-2.571, -2.680, -2.711], [0.929, 0.272, 4.291], [0.002, -0.466, 6.183], [-1.776, -1.837, 7.180], [-3.453, -2.966, 5.738], [-3.306, -2.726, 3.293], [-5.584, -4.517, -1.759], [-3.946, -5.195, -1.727], [-4.908, -2.685, -3.215], [-4.063, -4.090, -3.904], [-0.522, -0.076, -2.874], [-1.251, 1.683, -2.653], [-1.605, 2.392, -3.757], [-2.116, 3.694, -3.551], [-2.229, 4.197, -2.287], [-1.843, 3.439, -1.154], [-1.940, 3.961, 0.159], [-1.549, 3.226, 1.243], [-1.055, 1.918, 1.082], [-0.964, 1.366, -0.181], [-1.338, 2.128, -1.329], [-1.500, 1.990, -4.755], [-2.410, 4.282, -4.408], [-2.617, 5.196, -2.134], [-2.325, 4.964, 0.289], [-1.616, 3.644, 2.238], [-0.728, 1.373, 1.956], [4.008, -6.192, -2.187], [3.582, -4.688, -1.472], [4.583, -3.818, -1.065], [4.240, -2.610, -0.484], [2.897, -2.271, -0.342], [1.900, -3.152, -0.757], [2.235, -4.371, -1.311], [2.573, -0.987, 0.280], [3.027, -0.384, 1.173], [1.419, -0.323, -0.438], [5.620, -4.092, -1.199], [5.010, -1.928, -0.147], [0.845, -2.930, -0.607], [1.477, -5.078, -1.615]], "mulliken_charge": [-0.352, -0.389, 0.904, -0.974, -0.539, -0.818, -0.822, 0.520, 0.666, -0.482, -0.487, 0.398, 0.182, 0.083, -0.587, -0.617, -0.016, 0.298, 0.375, 0.417, 0.433, 0.490, 0.415, 0.340, 0.339, 0.406, -0.093, 1.161, -0.754, -0.651, -0.973, 0.628, -0.729, -1.151, -0.110, 0.772, 0.694, 0.467, 0.419, 0.449, 0.465, 0.468, 0.719, -0.157, 0.386, -0.718, -0.538, 0.815, -0.185, -1.132, 0.035, -0.406, -0.152, 0.455, 0.486, 0.691, 0.454], "e_homo_ha": -0.5070, "orbital_gap_ev": 5.561, "total_charge": 2, "e_tot_ev": -169384.7713}

=====

Entry 3:
{"formula": "C4H7CuO2", "method": "ωB97M-V/def2-TZVPD", "species": ["O", "C", "C", "C", "C", "O", "Cu", "H", "H", "H", "H", "H", "H", "H"], "positions_angstrom": [[1.238, 1.296, 2.404], [1.788, 0.079, 1.959], [1.450, -0.072, 0.464], [0.070, 0.511, 0.180], [-0.527, 0.053, -0.995], [-1.612, 0.513, -1.509], [-2.887, 0.098, -2.532], [-0.750, 0.641, 0.905], [1.328, -0.780, 2.494], [2.888, 0.115, 2.073], [1.521, -1.134, 0.180], [2.223, 0.487, -0.090], [0.403, 1.523, 1.472], [-0.158, -0.904, -1.409]], "mulliken_charge": [-0.562, -0.336, -0.504, -0.321, -0.263, -0.555, 0.200, 0.367, 0.253, 0.284, 0.379, 0.294, 0.449, 0.315], "e_homo_ha": [-0.2293, -0.3390], "orbital_gap_ev": [6.354, 6.213], "total_charge": 0, "s2": 2.065, "e_tot_ev": -52989.1489, "multiplicity": 3}

=====

Entry 4:
{"formula": "C4H10N2O", "method": "ωB97M-V/def2-TZVPD", "species": ["C", "N", "C", "C", "C", "N", "O", "H", "H", "H", "H", "H", "H", "H", "H", "H", "H"], "positions_angstrom": [[-0.624, -1.650, 0.314], [0.465, -1.034, -0.463], [0.464, -1.619, -1.832], [0.584, 0.413, -0.521], [-0.099, 1.280, 0.490], [-0.130, 0.823, 1.831], [-0.651, 2.323, 0.238], [-1.395, -0.954, 0.642], [-1.262, -2.301, -0.350], [-0.175, -2.338, 1.018], [0.971, -2.608, -1.765], [1.138, -1.096, -2.515], [-0.511, -1.430, -2.273], [0.465, 0.830, -1.508], [1.601, 0.674, -0.106], [-0.604, 1.328, 2.557], [0.537, 0.137, 2.143]], "mulliken_charge": [-1.071, -0.054, -1.240, -0.398, 0.354, -0.387, -0.593, 0.444, 0.385, 0.256, 0.338, 0.416, 0.505, 0.425, 0.204, 0.203, 0.213], "e_homo_ha": -0.3144, "orbital_gap_ev": 9.430, "total_charge": 0, "smiles": "CN(C)CC(N)=O", "e_tot_ev": -9336.7289}

=====

Entry 5:
{"formula": "C5H8O", "method": "ωB97M-V/def2-TZVPD", "species": ["C", "C", "C", "C", "C", "O", "H", "H", "H", "H", "H", "H", "H", "H"], "positions_angstrom": [[-0.562, 1.106, 0.154], [0.413, 0.188, 0.053], [1.842, 0.454, 0.356], [-0.248, -1.098, -0.425], [-1.753, -0.761, -0.163], [-2.286, -0.956, 0.908], [-0.960, 1.114, -0.833], [-0.752, 1.917, 0.840], [2.232, -0.110, 1.198], [1.958, 1.532, 0.524], [2.432, 0.212, -0.541], [-0.049, -1.864, 0.335], [0.027, -1.504, -1.411], [-2.335, -0.386, -1.030]], "mulliken_charge": [-1.050, 0.567, -1.109, -0.529, 0.076, -0.529, 0.339, 0.353, 0.282, 0.315, 0.297, 0.295, 0.286, 0.407], "e_homo_ha": -0.3092, "orbital_gap_ev": 9.167, "total_charge": 0, "smiles": "C=C(C)CC=O", "e_tot_ev": -7358.8571}

=====

Entry 6:
{"formula": "C12H32MnNO6", "method": "ωB97M-V/def2-TZVPD", "species": ["Mn", "C", "C", "O", "H", "H", "H", "H", "H", "C", "C", "O", "H", "H", "H", "H", "H", "C", "C", "O", "H", "H", "H", "H", "H", "C", "C", "O", "O", "H", "H", "H", "H", "H", "H", "C", "C", "C", "O", "C", "N", "H", "H", "H", "H", "H", "H", "H", "H", "H", "H", "H"], "positions_angstrom": [[-0.437, -0.208, -0.160], [-1.730, 2.497, -2.042], [-2.554, 1.207, -2.127], [-2.035, 0.137, -1.479], [-0.670, 2.272, -2.200], [-1.794, 3.010, -1.081], [-2.039, 3.219, -2.815], [-2.675, 0.999, -3.226], [-3.604, 1.402, -1.794], [0.858, 3.833, 0.219], [0.941, 2.540, 1.030], [-0.062, 1.663, 0.740], [1.375, 4.647, 0.740], [-0.190, 4.142, 0.209], [1.170, 3.668, -0.811], [0.967, 2.808, 2.114], [1.934, 2.048, 0.860], [0.976, -4.038, -0.567], [-0.482, -3.632, -0.351], [-0.777, -2.328, -0.583], [1.073, -5.123, -0.416], [1.608, -3.547, 0.178], [1.301, -3.784, -1.575], [-0.788, -3.905, 0.695], [-1.127, -4.308, -0.967], [-2.153, 0.323, 2.558], [-3.467, 0.999, 2.307], [-4.536, 0.180, 2.803], [-1.906, -0.672, 1.561], [-2.089, -0.118, 3.558], [-1.363, 1.063, 2.414], [-3.535, 1.183, 1.229], [-3.504, 1.990, 2.784], [-5.366, 0.537, 2.476], [-2.467, -1.445, 1.665], [3.552, -0.517, -2.218], [2.260, -0.856, -1.453], [2.546, -0.888, 0.051], [1.341, -1.006, 0.757], [1.442, -1.483, 2.085], [1.209, 0.153, -1.698], [3.310, -0.579, -3.281], [4.289, -1.324, -2.085], [4.032, 0.410, -1.910], [1.933, -1.823, -1.813], [3.116, 0.008, 0.339], [3.149, -1.786, 0.245], [0.484, -1.935, 2.327], [1.651, -0.656, 2.774], [2.249, -2.218, 2.169], [0.930, 0.178, -2.675], [1.655, 1.061, -1.559]], "mulliken_charge": [0.899, -0.569, -0.599, -0.585, -0.039, 0.016, 0.486, 0.257, 0.231, -1.211, -0.354, -0.174, 0.393, 0.217, 0.211, 0.262, -0.051, -0.749, -0.671, -0.476, 0.459, 0.029, 0.132, 0.201, 0.291, -0.275, -0.266, -0.560, -0.265, 0.359, 0.022, 0.145, 0.350, 0.299, 0.213, -1.788, 1.022, -1.098, 0.740, -1.011, -0.473, 0.416, 0.428, 0.392, -0.218, 0.196, 0.537, 0.197, 0.182, 0.386, 0.331, 0.131], "e_homo_ha": [-0.1132, -0.1307], "orbital_gap_ev": [6.007, 6.467], "total_charge": -1, "s2": 8.753, "e_tot_ev": -58058.3292, "multiplicity": 6}

=====

Q: Number 6 is which compound?
A: C12H32MnNO6